#1
Density functional theory data (ωB97M-V/def2-TZVPD) for a single C4H12N2S molecule.

Each line ends with the natural charge from an NBO analysis.
Cartesian coordinates (Å):
S 1.264 2.750 -0.203  -0.043
N 1.381 -0.474 -0.615  -0.857
N -0.948 -2.287 0.611  -0.663
C -2.065 -3.270 0.226  -0.400
C -1.050 -0.883 0.197  -0.216
C -0.117 1.489 -0.175  -0.491
C 0.328 0.014 0.157  -0.040
H -1.798 -4.238 0.517  0.199
H -1.831 -0.189 0.617  0.171
H -0.753 1.827 0.530  0.203
H -0.088 -2.703 0.821  0.385
H 2.274 -0.426 -0.197  0.370
H 1.610 -0.117 -1.585  0.371
H -3.054 -3.009 0.779  0.183
H -2.315 -3.321 -0.885  0.177
H -0.598 1.571 -1.195  0.212
H -1.319 -0.663 -0.801  0.161
H 1.332 2.538 1.029  0.097
H 0.704 -0.044 1.221  0.181

Computed properties:
LUMO energy = 0.0345 Eh
SMILES string = CNC[C@@H](N)CS
E_HOMO = -8.33 eV

---

#2
Density functional theory data (ωB97M-V/def2-TZVPD) for C4H12N2S as an isolated structure.

Each line ends with the natural charge from an NBO analysis.
Cartesian coordinates (Å):
S 2.762 -0.577 -0.257  -0.165
N -1.109 -1.344 -0.771  -0.546
N -0.370 1.274 0.638  -0.593
C 0.058 -0.908 0.011  -0.075
C -1.883 -0.147 -1.085  -0.342
C 1.105 -0.394 -1.004  -0.582
C -0.095 -0.037 1.223  -0.290
H -1.260 0.830 -0.289  0.275
H 2.903 2.223 1.013  0.033
H -1.891 0.047 -2.193  0.219
H 0.498 -1.864 0.390  0.222
H -1.633 -2.101 -0.202  0.371
H 1.022 -1.101 -1.853  0.254
H -2.912 -0.202 -0.727  0.194
H -0.522 1.915 1.345  0.356
H 2.311 2.270 1.487  -0.033
H -0.753 -0.449 2.019  0.201
H 0.954 -0.054 1.621  0.272
H 0.812 0.617 -1.366  0.229

Computed properties:
LUMO energy = -0.1161 Eh
E_HOMO = -7.29 eV

---

Relative calculated energies, zero for the most stable structure, unit kcal/mol: #1 0.0; #2 124.4.

---

#1
Density functional theory data (ωB97M-V/def2-TZVPD) for a single C4H12N2S molecule.

Each line ends with the natural charge from an NBO analysis.
Cartesian coordinates (Å):
S 0.938 -0.731 -3.242  -0.058
N -0.360 0.920 0.214  -0.646
N -0.829 0.958 2.567  -0.862
C 0.725 -1.327 -0.037  -0.639
C -1.353 0.641 1.218  -0.049
C -0.030 -0.171 -0.689  -0.065
C 0.753 0.431 -1.853  -0.500
H -0.953 -0.516 -1.123  0.192
H 0.464 -2.275 -0.493  0.222
H 1.804 -1.199 -0.103  0.204
H 2.132 -1.260 -2.959  0.121
H -2.256 1.237 1.077  0.166
H -1.721 -0.392 1.221  0.162
H -1.380 1.689 2.994  0.362
H 0.433 -1.415 1.012  0.209
H -0.841 0.170 3.199  0.363
H 0.269 1.324 -2.222  0.236
H 0.448 1.230 0.738  0.371
H 1.757 0.687 -1.519  0.211

Computed properties:
LUMO energy = 0.0353 Eh
SMILES string = C[C@H](CS)NCN
E_HOMO = -8.74 eV

---

#2
Density functional theory data (ωB97M-V/def2-TZVPD) for a single C4H12N2S molecule.

Each line ends with the natural charge from an NBO analysis.
Cartesian coordinates (Å):
S -2.919 -0.670 -0.570  -0.200
N 1.365 -0.403 1.510  -0.832
N 2.203 -0.726 -1.399  -0.840
C 0.381 -0.275 0.377  -0.069
C -0.659 0.735 0.844  -0.438
C 1.058 0.171 -0.920  -0.230
C -1.847 0.862 -0.144  -0.443
H 1.902 -1.454 -2.064  0.352
H 1.716 0.496 1.674  0.346
H 0.240 0.198 -1.682  0.199
H 2.509 -1.334 -0.624  0.367
H -0.130 -1.292 0.218  0.194
H -1.502 1.295 -1.107  0.211
H -0.189 1.786 0.938  0.211
H -1.097 0.498 1.830  0.216
H 0.844 -0.706 2.345  0.357
H 1.440 1.171 -0.771  0.182
H -2.635 1.626 0.239  0.246
H -2.679 -1.981 -0.697  0.171

Computed properties:
LUMO energy = 0.0202 Eh
SMILES string = NC[C@@H](N)CCS
E_HOMO = -9.16 eV

---

#3
Density functional theory data (ωB97M-V/def2-TZVPD) for a 2-piece molecular cluster, C4H12N2S overall.

Each line ends with the natural charge from an NBO analysis.
Cartesian coordinates (Å):
S 0.519 1.314 0.670  1.677
N 0.351 2.749 0.162  -1.026
N 0.784 1.120 2.195  -1.080
C 1.336 0.173 -0.201  -0.375
C -2.172 -0.350 0.389  -0.884
C 1.317 0.419 -1.719  -0.629
C 1.587 -1.180 0.332  -0.665
H 0.382 2.528 -0.847  0.346
H -2.199 0.615 0.969  0.217
H 2.233 0.886 -2.130  0.226
H -1.149 -0.762 0.672  0.219
H 1.013 -1.971 -0.044  0.221
H 1.166 -0.527 -2.210  0.224
H 0.633 1.231 -1.931  0.203
H 1.711 -1.058 1.457  0.268
H 0.406 1.985 2.664  0.383
H -2.218 -0.222 -0.743  0.214
H 2.648 -1.546 0.042  0.232
H -3.141 -0.959 0.625  0.229

Computed properties:
LUMO energy (alpha / beta) = -0.0100 / -0.0100 Eh
SMILES string = CC(C)=S(=N)=N.C
E_HOMO (alpha / beta) = -8.21 / -8.21 eV

---

#4
Density functional theory data (ωB97M-V/def2-TZVPD) for a 2-piece molecular cluster, C4H12N2S overall.

Each line ends with the natural charge from an NBO analysis.
Cartesian coordinates (Å):
S 0.272 -0.512 2.416  -0.047
N -0.316 2.464 0.258  -0.603
N -2.256 3.076 -0.952  -0.871
C 1.697 -1.381 0.229  -0.411
C 1.671 -1.984 -1.167  -0.602
C -1.507 2.252 -0.052  0.269
C 0.266 -1.194 0.732  -0.505
H 2.232 -0.428 0.229  0.211
H 2.225 -2.050 0.911  0.203
H -0.209 -2.178 0.783  0.207
H -2.360 2.604 -1.841  0.370
H 1.056 -2.890 -1.187  0.201
H -0.028 1.840 1.010  0.354
H 2.665 -2.246 -1.532  0.216
H -1.003 -0.097 2.391  0.119
H -3.190 3.242 -0.607  0.367
H -0.326 -0.565 0.070  0.211
H 1.212 -1.302 -1.882  0.205
H -2.102 1.349 0.189  0.108

Computed properties:
LUMO energy = 0.0259 Eh
SMILES string = [H]/N=C/N.CCCS
E_HOMO = -9.24 eV

---

Relative calculated energies, zero for the most stable structure, unit kcal/mol: #1 0.0; #2 27.2; #3 103.9; #4 9.9.

---

#1
Density functional theory data (ωB97M-V/def2-TZVPD) for a single C4H12N2S molecule.

Each line ends with the natural charge from an NBO analysis.
Cartesian coordinates (Å):
S 2.908 0.324 0.279  -0.045
N 0.527 -2.186 -0.665  -0.861
N -1.183 0.853 0.012  -0.630
C 1.283 1.233 0.264  -0.498
C -2.215 0.366 0.978  -0.411
C 0.132 0.263 0.092  -0.087
C 0.341 -0.771 -1.021  -0.234
H 0.481 -2.565 0.273  0.363
H 0.168 -0.299 1.042  0.168
H -1.190 1.863 0.085  0.354
H -2.011 0.686 1.991  0.173
H -3.206 0.568 0.591  0.208
H 1.060 -0.578 -1.837  0.190
H 1.213 1.948 -0.592  0.216
H -0.584 -0.817 -1.625  0.195
H 3.339 0.712 -0.944  0.135
H 1.105 1.814 1.171  0.219
H -1.992 -0.691 1.063  0.193
H -0.176 -2.725 -1.157  0.352

Computed properties:
LUMO energy = 0.0355 Eh
SMILES string = CN[C@@H](CN)CS
E_HOMO = -8.46 eV

---

#2
Density functional theory data (ωB97M-V/def2-TZVPD) for a 2-piece molecular cluster, C4H12N2S overall.

Each line ends with the natural charge from an NBO analysis.
Cartesian coordinates (Å):
S -1.210 -1.695 1.628  -0.258
N 1.359 -0.378 0.750  -0.825
N 1.064 0.379 -1.441  -0.578
C -1.997 0.902 0.914  -0.620
C -1.966 -0.103 2.082  -0.512
C 1.371 -0.250 -2.780  -0.415
C 1.864 -0.019 -0.446  0.351
H -1.321 0.299 2.829  0.197
H -0.943 1.168 0.706  0.194
H 0.236 0.257 -0.888  0.420
H 0.171 -0.921 1.498  0.256
H 2.875 -0.377 -0.693  0.162
H 0.738 -1.109 -3.005  0.216
H -2.949 -0.238 2.536  0.208
H 2.026 -0.139 1.535  0.378
H -2.394 0.468 -0.041  0.204
H -2.557 1.811 1.167  0.206
H 1.227 0.516 -3.561  0.212
H 2.404 -0.573 -2.790  0.206

Computed properties:
LUMO energy = 0.0242 Eh
SMILES string = [H]/N=C/NC.CCS
E_HOMO = -7.67 eV

---

Relative calculated energies, zero for the most stable structure, unit kcal/mol: #1 0.0; #2 19.2.

---

#1
Density functional theory data (ωB97M-V/def2-TZVPD) for a 2-piece molecular cluster, C3H11NO overall.

Each line ends with the natural charge from an NBO analysis.
Cartesian coordinates (Å):
O 0.586 -0.335 -0.048  -0.552
N 0.365 3.035 -0.049  -1.077
C -0.833 -1.408 1.630  -0.622
C 1.043 -0.594 -1.339  -0.243
C -0.725 -0.780 0.219  -0.060
H -1.153 -1.374 -0.590  0.174
H 2.112 -0.447 -1.484  0.194
H -0.199 2.210 0.122  0.358
H -1.899 -1.657 1.694  0.205
H -0.342 -2.383 1.581  0.208
H 0.545 -0.004 -2.119  0.158
H -1.339 0.127 0.342  0.156
H 1.315 2.886 0.265  0.366
H -0.553 -0.716 2.410  0.221
H 0.817 -1.652 -1.579  0.159
H 0.259 3.092 -1.055  0.354

Computed properties:
LUMO energy = 0.0358 Eh
SMILES string = CCOC.N
E_HOMO = -9.63 eV

---

#2
Density functional theory data (ωB97M-V/def2-TZVPD) for a 2-piece molecular cluster, C3H11NO overall.

Each line ends with the natural charge from an NBO analysis.
Cartesian coordinates (Å):
O 1.163 1.633 1.682  -0.945
N -0.141 -0.074 -0.319  -0.482
C -1.241 -0.546 0.516  -0.414
C 1.081 -0.827 -0.234  -0.437
C -0.589 0.631 -1.514  -0.398
H 1.152 1.459 2.630  0.458
H -1.340 -0.042 -1.939  0.174
H 1.173 -1.664 0.501  0.210
H -0.822 -1.138 1.324  0.203
H 1.329 -1.283 -1.221  0.180
H 1.985 -0.239 -0.083  0.199
H 0.278 0.787 -2.141  0.208
H 0.779 0.815 1.325  0.479
H -1.807 -1.360 -0.012  0.156
H -1.955 0.255 0.699  0.206
H -1.045 1.593 -1.213  0.202

Computed properties:
LUMO energy = 0.0318 Eh
SMILES string = CN(C)C.O
E_HOMO = -8.07 eV

---

Relative calculated energies, zero for the most stable structure, unit kcal/mol: #1 0.0; #2 5.4.